# C29H38BrCl66NO6PS2

A 23-piece molecular cluster, C29H38BrCl66NO6PS2 overall in a non-equilibrium geometry (ωB97M-V with the def2-TZVPD basis set, the Open Molecules 2025 dataset).

Element x y z (Å)
C 5.332 -1.873 3.958
C 5.606 -0.253 3.950
O 5.213 0.377 2.647
C 3.881 1.050 2.806
C 3.245 1.390 1.298
C 1.863 0.549 1.035
C 0.484 1.469 1.121
C 0.376 2.385 2.476
S -1.089 1.989 3.584
O -1.905 3.334 3.709
O -0.524 1.709 4.998
N -2.168 0.767 2.960
S -2.525 -0.475 4.135
O -3.394 0.062 5.330
O -1.241 -1.225 4.667
P -3.725 -2.060 3.224
O -2.920 -2.563 1.731
Br -5.757 -1.288 2.571
H 5.901 -2.418 3.071
H 5.746 -2.370 4.958
H 4.186 -2.149 3.865
H 6.787 -0.115 4.034
H 5.121 0.316 4.861
H 4.073 2.027 3.442
H 3.155 0.339 3.403
H 3.130 2.547 1.143
H 4.050 0.964 0.531
H 1.764 -0.302 1.845
H 1.952 0.065 -0.032
H -0.412 0.695 0.990
H 0.397 2.210 0.189
H 0.283 3.521 2.129
H 1.365 2.329 3.133
H -3.121 -3.530 1.541
C -5.395 2.401 0.292
Cl -6.750 1.474 0.959
Cl -4.100 2.560 1.490
Cl -4.786 1.635 -1.185
H -5.754 3.402 0.038
C -8.759 4.305 2.939
Cl -8.400 2.833 3.857
Cl -7.444 4.670 1.809
Cl -10.296 4.140 2.073
H -8.848 5.137 3.643
C 6.284 -4.837 0.921
Cl 6.634 -5.790 2.373
Cl 4.830 -3.853 1.157
Cl 7.667 -3.812 0.501
H 6.103 -5.526 0.092
C -4.516 -4.023 -1.437
Cl -4.166 -4.976 0.016
Cl -5.970 -3.039 -1.200
Cl -3.133 -2.997 -1.856
H -4.697 -4.712 -2.265
C -9.301 -4.106 1.125
Cl -10.176 -4.577 2.592
Cl -7.601 -4.594 1.232
Cl -10.063 -4.814 -0.309
H -9.341 -3.017 1.035
C -7.997 1.345 -2.988
Cl -7.617 -0.266 -2.358
Cl -8.726 1.228 -4.598
Cl -9.076 2.208 -1.878
H -7.066 1.911 -3.071
C 4.784 -0.208 -2.603
Cl 5.134 -1.162 -1.151
Cl 3.330 0.775 -2.366
Cl 6.167 0.817 -3.022
H 4.603 -0.898 -3.431
C 3.640 -5.748 -2.471
Cl 1.877 -5.588 -2.552
Cl 4.409 -4.152 -2.444
Cl 4.114 -6.691 -1.047
H 3.979 -6.279 -3.364
C 2.440 -5.237 -6.938
Cl 0.677 -5.077 -7.019
Cl 3.209 -3.641 -6.912
Cl 2.914 -6.180 -5.515
H 2.779 -5.768 -7.831
C -5.346 7.912 2.294
Cl -4.828 8.039 3.984
Cl -4.827 6.366 1.599
Cl -7.104 8.091 2.168
H -4.876 8.719 1.728
C 2.666 2.136 7.220
Cl 1.311 1.209 7.888
Cl 3.961 2.295 8.419
Cl 3.275 1.370 5.743
H 2.306 3.136 6.967
C 6.866 2.668 -6.711
Cl 5.511 1.742 -6.043
Cl 8.161 2.827 -5.513
Cl 7.475 1.903 -8.188
H 6.506 3.669 -6.965
C -12.224 2.345 5.785
Cl -13.873 2.848 6.194
Cl -12.112 0.578 5.721
Cl -11.721 3.057 4.243
H -11.551 2.705 6.567
C 3.922 4.672 -3.021
Cl 3.047 4.201 -1.554
Cl 5.622 4.184 -2.915
Cl 3.160 3.964 -4.455
H 3.882 5.761 -3.112
C 3.007 -6.931 -10.718
Cl 3.357 -7.884 -9.266
Cl 1.553 -5.948 -10.481
Cl 4.390 -5.906 -11.137
H 2.826 -7.620 -11.547
C 5.526 8.307 -1.127
Cl 5.906 6.695 -0.497
Cl 4.797 8.189 -2.738
Cl 4.447 9.170 -0.017
H 6.457 8.872 -1.210
C 4.769 -5.696 6.153
Cl 5.084 -7.373 6.628
Cl 6.291 -4.828 5.887
Cl 3.759 -5.640 4.698
H 4.230 -5.203 6.966
C 9.441 -2.597 5.192
Cl 9.159 -3.367 6.762
Cl 8.889 -3.647 3.876
Cl 8.629 -1.024 5.115
H 10.516 -2.436 5.076
C 2.777 12.888 -1.038
Cl 3.295 13.016 0.652
Cl 3.296 11.342 -1.732
Cl 1.018 13.067 -1.164
H 3.247 13.695 -1.604
C -2.731 -8.339 -1.642
Cl -2.416 -10.017 -1.167
Cl -1.209 -7.471 -1.908
Cl -3.741 -8.283 -3.097
H -3.270 -7.846 -0.829
C 3.879 5.001 -8.909
Cl 2.632 3.776 -9.200
Cl 4.490 4.885 -7.250
Cl 5.203 4.829 -10.073
H 3.429 5.988 -9.042
C -12.583 -7.272 -1.784
Cl -12.224 -8.745 -0.866
Cl -11.268 -6.908 -2.914
Cl -14.120 -7.438 -2.650
H -12.672 -6.441 -1.080

Force components x, y, z for each atom (eV/Å):
0.073 -0.235 0.166
1.124 -0.382 -0.180
-1.579 -0.145 2.131
0.094 0.368 -0.486
0.855 -1.124 0.408
-0.235 0.603 0.114
-0.003 -0.592 -0.894
1.231 0.401 -1.601
-2.548 2.937 5.550
2.415 -4.079 -1.777
-0.856 -0.039 -4.396
1.411 -0.523 2.044
3.508 3.283 4.505
2.163 -2.239 -4.462
-4.524 1.719 -2.401
0.593 -2.255 -1.600
-1.356 0.200 1.788
0.869 0.068 0.007
-1.159 1.466 1.888
-0.968 1.324 -2.081
2.301 0.696 0.200
-2.871 -0.101 -0.386
1.044 -1.422 -1.988
-0.523 -1.864 -1.426
1.342 1.350 -1.266
0.142 -2.268 0.303
-1.625 1.163 1.692
0.229 1.621 -1.684
-0.440 0.862 2.154
1.737 1.884 0.650
0.411 -1.643 1.949
-0.223 -2.537 1.082
-2.365 -0.201 -1.139
0.199 1.759 0.672
0.260 0.278 0.546
0.044 0.195 -0.330
-0.478 0.049 -0.346
-0.021 0.039 -0.115
0.031 -0.384 -0.030
0.266 -0.197 0.100
0.098 0.278 -0.099
-0.550 0.002 0.357
0.362 0.357 -0.631
0.027 -0.252 -0.266
-0.133 0.006 -0.074
-0.037 0.022 -0.220
0.166 -0.296 -0.161
-0.126 -0.078 -0.025
0.094 0.301 0.313
-0.039 0.432 -0.367
-0.096 -0.326 -0.101
0.390 -0.143 -0.181
-0.229 -0.248 0.075
0.071 0.164 0.343
0.198 0.064 0.148
0.050 0.097 -0.161
-0.429 0.001 0.121
0.066 0.078 0.030
0.015 -0.360 0.028
0.067 -0.025 0.168
-0.063 0.255 -0.169
0.076 0.032 0.072
0.162 -0.046 -0.146
-0.286 -0.222 0.073
0.029 -0.076 0.039
-0.037 0.142 -0.177
0.203 -0.154 -0.185
-0.080 -0.377 0.292
0.056 0.231 0.258
-0.066 0.106 -0.063
0.209 0.018 0.287
-0.096 -0.330 -0.047
-0.114 -0.085 -0.187
-0.051 0.193 0.475
-0.022 0.127 -0.157
0.251 -0.061 0.040
-0.066 -0.225 -0.023
-0.053 -0.049 -0.725
-0.135 0.200 0.362
0.164 -0.106 -0.051
-0.059 0.010 -0.255
0.307 0.409 0.071
0.096 0.182 -0.005
-0.194 -0.279 0.209
-0.526 -0.151 0.024
0.292 0.241 -0.174
0.049 0.073 -0.023
-0.480 0.422 0.787
0.114 -0.364 0.053
-0.091 -0.075 0.060
0.198 0.265 -0.453
-0.086 0.009 -0.078
-0.057 0.123 0.093
0.253 -0.492 0.092
0.082 0.026 -0.086
0.091 -0.016 0.062
0.019 0.193 0.054
-0.478 -0.344 0.873
-0.235 -0.141 -0.259
-0.063 0.028 0.164
0.102 0.171 -0.165
-0.216 0.162 -0.144
-0.019 0.098 0.299
0.012 -0.438 0.049
-0.022 0.021 -0.184
-0.026 0.004 -0.166
0.190 -0.155 -0.045
-0.179 -0.157 0.044
0.068 0.229 0.308
0.129 -0.075 0.430
-0.021 0.320 -0.106
0.067 0.144 0.004
0.481 -0.627 0.152
-0.341 -0.187 -0.020
-0.113 0.179 -0.079
-0.029 0.119 0.011
-0.259 -0.307 0.182
0.094 0.024 0.249
0.182 -0.179 -0.285
0.154 0.050 -0.096
0.152 0.118 -0.114
0.146 0.204 0.203
0.470 -0.386 0.189
-0.379 -0.067 0.059
0.022 0.021 -0.188
-0.021 0.004 -0.182
-0.341 0.773 -0.264
0.213 0.027 -0.002
-0.176 -0.269 0.225
0.069 0.079 0.099
-0.065 0.195 -0.027
-0.231 -0.095 0.073
0.043 0.042 0.165
0.176 -0.151 -0.285
-0.016 0.046 -0.090
0.166 0.203 0.069
-0.375 0.335 -0.384
-0.130 0.053 0.107
0.162 -0.349 0.061
0.037 0.032 0.067
-0.044 0.220 -0.081
-0.166 -0.006 0.150
0.140 0.053 0.110
0.047 -0.280 -0.229

HOMO-LUMO gap, eV: 7.1
Net charge: -1
F_max, eV/A: 6.78
E_tot, Eh: -35718.11718

Atomic partial charges in e from the Löwdin method, atoms 1 to 4:
1 C -0.1301
2 C -0.2654
3 O -0.2378
4 C -0.2477